[1]
26
Properties=species:S:1:pos:R:3:mulliken_charge:R:1 method="wB97M-V/def2-TZVPD" charge=-1 e_homo_ev="-4.32 / -4.34" s_squared=0.78 molar_mass_da=750.38 e_above_lowest_kcal_mol=0.0 spin_multiplicity=2 e_lumo_ev="2.2213 / 2.3852" energy_ha=-8079.36591
F -1.06625 -3.94646 -0.15451 -0.211
H -2.49066 3.87994 -0.82461 0.377
C 0.89320 4.00176 -0.71155 -0.503
F 0.82974 -5.22068 -1.20819 -0.283
Cr -0.06531 -1.39166 0.68421 0.628
F -0.20086 -2.68248 -1.74874 -0.319
Te -3.36304 -2.61318 2.22365 -0.146
C 1.11873 2.66767 -0.40121 1.000
H -0.61592 5.46442 -1.10440 0.355
S 2.64170 1.86579 -0.13431 -0.307
C 1.18285 -4.10711 -0.53445 0.487
Se 0.34767 -1.87984 2.87643 -0.308
C 1.79382 0.36458 0.13133 0.481
N 0.48278 0.47085 0.04365 -0.067
Se -2.49896 -1.06517 0.45266 -0.465
Te -1.82117 -1.58260 4.17938 -0.177
C -1.25062 2.20055 -0.40250 -0.301
F 1.59207 -4.49155 0.67973 -0.249
C -0.41476 4.42813 -0.86538 -0.453
S 2.44430 -1.14770 0.49817 -0.368
H 1.71970 4.69113 -0.82686 0.359
H -2.07178 1.51045 -0.26536 -0.031
C 0.06137 1.76229 -0.24970 -0.145
C -1.47237 3.53123 -0.70872 -0.727
F 2.23393 -3.59044 -1.18245 -0.219
C -0.01016 -3.11992 -0.44628 0.595

[2]
37
Properties=species:S:1:pos:R:3:mulliken_charge:R:1 method="wB97M-V/def2-TZVPD" charge=+2 e_homo_ev=-17.34 molar_mass_da=742.23 e_above_lowest_kcal_mol=0.0 spin_multiplicity=1 e_lumo_ev=-10.3097 energy_ha=-3540.88279
C -2.54103 2.33478 2.12827 0.843
O -0.78164 -0.68184 2.01162 -0.719
H 0.81387 -1.60936 -6.00517 0.446
W -0.70135 0.46991 0.45028 1.999
F -0.75848 -1.38318 4.79068 -0.154
F 0.54410 -3.10826 4.59904 -0.137
S 0.34239 -1.72218 2.44463 1.058
O 0.86030 1.18205 1.46441 -0.808
N -1.85650 1.60254 1.40390 -0.666
F 0.16505 1.48438 4.15275 -0.184
C -0.31280 1.15841 -4.40791 -0.569
C 1.47717 1.54773 4.00296 0.698
H 0.69402 -2.51588 -3.71781 0.611
H 0.18927 0.73654 -6.45368 0.447
C 0.47776 -0.96904 -5.20100 -0.700
C 0.13057 0.33602 -5.45088 -0.708
C 0.40598 -1.49056 -3.90321 -0.539
H -0.60835 2.18093 -4.60225 0.567
S 0.05478 -1.48396 -1.28613 1.859
O -3.17064 3.00415 2.79575 -0.214
O 0.52708 -2.79470 -1.40134 -0.451
C -0.39631 -2.39729 4.03895 0.616
C -0.02350 -0.69469 -2.86148 -0.032
O 3.24051 0.84163 2.04765 -0.468
F -1.42686 -3.11940 3.68247 -0.154
S -1.02728 1.75937 -1.93272 1.636
O -1.98592 0.90901 -1.10255 -0.438
O -1.50924 2.95449 -2.47898 -0.556
O -1.24793 -1.27345 -0.49400 -0.484
N 1.57452 -0.87990 2.80333 -0.359
S 1.91455 0.60841 2.44522 0.989
C -0.39036 0.65809 -3.12686 0.228
O 0.50117 -2.77775 1.51964 -0.517
O 0.02039 1.89992 -0.80544 -0.500
F 1.86796 2.78469 3.85174 -0.154
F 2.08584 0.94819 4.99085 -0.159
O 0.85091 -0.49979 -0.39275 -0.326

[3]
24
Properties=species:S:1:pos:R:3:mulliken_charge:R:1 method="wB97M-V/def2-TZVPD" charge=-1 e_homo_ev=-5.44 molar_mass_da=278.16 e_above_lowest_kcal_mol=0.0 spin_multiplicity=1 e_lumo_ev=1.7378 energy_ha=-1070.38652
N -0.23858 3.44860 -0.57383 0.760
C -1.77614 4.35335 0.81562 0.688
N 0.01756 0.69744 1.99119 -0.035
C 0.52799 -1.56622 2.05994 -0.534
C -0.80417 -1.46589 2.10602 -0.596
C 1.08727 -0.16312 2.04067 0.401
H -1.58538 -2.22395 2.16660 0.411
N -2.04783 4.91556 -0.40256 -0.552
C -1.15584 0.01040 2.12097 0.409
O -1.13312 4.33127 -1.27765 -0.190
H -2.29683 4.46895 4.01417 0.478
N -2.30585 4.76069 1.96150 -0.664
C -0.74557 3.23744 3.06714 -0.119
O 1.07429 2.74148 4.44848 -0.609
O -0.64611 3.81257 5.29280 -0.689
O 0.69035 2.93187 -1.15386 -0.702
C -1.87434 4.15005 3.05281 -0.127
H 1.19002 -2.42335 2.06756 0.420
N -0.05797 3.23656 4.33543 1.008
H 0.86225 2.37387 1.82778 0.534
O -2.28212 0.49179 2.21907 -0.645
C -0.68312 3.41313 0.74705 0.079
O 2.27837 0.13349 2.05092 -0.653
C -0.08768 2.86110 1.87652 -0.072

[4]
36
Properties=species:S:1:pos:R:3:mulliken_charge:R:1 method="wB97M-V/def2-TZVPD" charge=-2 e_homo_ev=-2.76 molar_mass_da=615.22 e_above_lowest_kcal_mol=0.0 spin_multiplicity=1 e_lumo_ev=4.6742 energy_ha=-3107.86870
C 2.76097 -2.46049 -0.53259 0.116
O 3.11509 -4.26352 -2.00795 -0.808
F -2.46209 -0.71725 -1.30926 -0.186
N 1.55359 -0.58454 -0.28458 0.131
H 2.06879 -3.42629 -2.64909 0.468
S -2.47890 -0.16138 1.28756 0.904
H 2.02537 -0.22229 2.81078 0.276
O -3.00147 2.35741 -0.96476 -0.607
N -1.84914 1.25598 0.98761 -0.385
O 0.21211 -0.97718 -2.68535 -0.609
O -1.41369 -1.08835 1.52197 -0.599
O 4.29646 -4.15495 -0.09243 -0.761
H 1.78241 1.10379 1.66287 0.221
F -3.64138 3.01611 2.67994 -0.240
C 2.08768 3.51861 -1.49486 0.133
C -3.27921 -0.79645 -0.26214 0.615
C -3.94361 2.99208 1.37894 0.618
F -4.37052 4.21777 1.03368 -0.236
F -4.95641 2.14668 1.19160 -0.188
H 3.78654 -2.21090 1.25618 0.212
F -4.40989 -0.14694 -0.54233 -0.196
S 3.21574 4.71197 -1.36958 -0.533
C 1.79610 -1.66519 -1.09546 0.353
N 3.08847 -1.83219 0.63616 0.015
O -1.58001 3.65875 0.59369 -0.618
C 2.33921 -0.70709 0.75346 0.035
N 1.29369 2.67201 -1.60079 -0.469
H 3.42369 0.58239 2.07082 0.374
Ag -0.06013 0.97504 -1.03057 0.741
O -3.56898 -0.10297 2.22238 -0.651
F -3.58646 -2.08714 -0.06103 -0.253
S -2.46346 2.56418 0.35263 1.034
C 1.04393 -1.80519 -2.36117 0.343
O 1.32353 -2.85267 -3.09228 -0.604
C 3.44983 -3.75053 -0.90104 0.656
C 2.40217 0.24072 1.89697 -1.299

[5]
95
Properties=species:S:1:pos:R:3:mulliken_charge:R:1 method="wB97M-V/def2-TZVPD" charge=-1 e_homo_ev=-2.47 molar_mass_da=552.58 e_above_lowest_kcal_mol=171.2 spin_multiplicity=1 e_lumo_ev=1.4398 energy_ha=-2165.20342
H 18.39901 -29.38930 -13.95391 0.317
H 18.01236 -32.56923 -3.98238 0.444
H 22.82449 -35.48340 -13.79646 0.327
H 20.53369 -26.40836 -2.18326 0.328
H 11.21880 -33.01368 -0.08622 0.321
H 9.83083 -30.89785 -5.48716 0.329
O 20.50415 -25.02897 -8.62489 -0.640
H 15.28963 -35.29705 0.27744 0.319
O 15.02158 -25.25644 -9.37205 -0.639
H 15.49549 -39.31503 -13.17326 0.320
H 10.67300 -26.97554 -12.09379 0.311
H 15.33765 -31.32303 -5.91838 0.391
H 15.80032 -32.59477 -7.08195 0.311
H 23.13567 -31.33464 -2.03177 0.320
C 16.07145 -31.62448 -6.66590 -1.691
H 11.98818 -34.24801 -10.60694 0.322
H 11.21880 -27.45592 -10.76591 0.313
O 15.94006 -35.87210 0.68056 -0.645
H 22.06772 -28.70115 -6.62147 0.344
H 16.72020 -35.77150 0.13512 0.324
H 21.10055 -32.96274 -7.12170 0.405
H 21.41276 -25.32850 -8.59455 0.314
H 17.28082 -29.58161 -5.68082 0.400
O 11.93521 -34.20937 -4.62889 -0.640
C 17.61476 -34.20836 -5.30504 -0.775
C 18.88549 -33.24436 -7.37485 1.503
O 11.42189 -34.96613 -10.88952 -0.647
C 17.97458 -33.90059 -8.51372 -1.504
H 19.26281 -35.28273 -6.35105 0.504
O 19.93904 -36.44401 -15.62804 -0.644
H 17.52631 -34.89437 -4.46262 0.419
H 26.20005 -30.04250 -13.85054 0.316
O 8.92979 -30.80270 -5.17849 -0.645
H 23.56530 -30.12134 -2.82879 0.324
H 15.69018 -25.65106 -8.81217 0.329
H 20.00039 -36.45950 -16.58315 0.310
O 21.14932 -40.15175 -2.23669 -0.641
O 23.75684 -35.44369 -13.58346 -0.647
H 19.53647 -25.78285 -1.23131 0.315
H 19.79604 -33.99767 -5.47134 0.433
H 14.23121 -25.76791 -9.19899 0.309
O 11.37878 -27.49506 -11.70884 -0.620
O 23.27799 -30.39107 -1.95647 -0.646
O 14.96623 -39.63245 -13.90495 -0.635
H 14.30585 -40.19323 -13.49794 0.315
N 18.58663 -31.85751 -6.97669 0.305
O 22.84336 -28.37858 -6.16258 -0.652
C 20.33443 -33.29066 -7.82430 -1.886
H 16.76314 -34.47008 -5.93300 0.278
H 18.05601 -34.98747 -8.50075 0.306
C 17.48781 -31.68341 -6.02180 1.514
H 8.39191 -30.97465 -5.95138 0.316
O 17.01100 -33.17458 -15.33332 -0.641
O 18.36143 -28.50175 -13.59744 -0.648
O 20.44488 -25.71816 -1.52601 -0.643
H 14.75856 -30.70863 -11.59090 0.325
H 19.99973 -25.81381 -8.83895 0.325
H 18.13197 -33.33562 -9.43247 0.381
H 19.26436 -35.79115 -15.44146 0.331
H 11.73314 -35.72538 -10.39664 0.324
C 18.95221 -34.26690 -6.10661 -1.402
H 12.66052 -34.82913 -4.55116 0.315
H 24.03917 -36.53496 -1.47558 0.313
H 16.09827 -31.02909 -7.57852 0.385
O 14.33703 -30.78020 -12.44730 -0.647
O 14.23639 -38.61277 -8.74236 -0.635
O 23.41492 -35.97686 -1.01184 -0.635
H 18.45995 -30.25858 -4.57449 0.415
H 16.67971 -32.83414 -16.16433 0.311
H 22.62225 -36.50903 -0.94308 0.322
H 16.92555 -33.67606 -8.32079 0.271
C 17.51677 -30.46122 -5.08189 -1.872
H 16.44234 -32.87558 -4.43137 0.384
H 21.72383 -40.42349 -2.95246 0.319
H 20.54864 -32.70035 -8.71523 0.386
H 23.82757 -35.87838 -12.73358 0.318
H 16.43638 -32.79115 -14.67073 0.331
H 11.76962 -33.91997 -3.73164 0.323
H 20.30369 -39.99119 -2.65545 0.321
O 11.39994 -33.90842 -0.37408 -0.641
H 15.17403 -38.42651 -8.69360 0.322
H 13.87027 -29.95149 -12.55504 0.323
H 10.54050 -34.32856 -0.40699 0.319
O 13.39754 -38.38656 -3.23651 -0.624
O 18.49268 -30.84813 -8.05387 -0.901
H 25.47436 -31.11804 -13.07050 0.326
H 13.89964 -38.60460 -2.45127 0.317
H 13.31996 -39.21510 -3.70951 0.310
H 16.68476 -30.56094 -4.38483 0.374
O 26.34853 -30.84256 -13.34646 -0.641
C 17.43622 -32.81412 -4.87468 -1.185
H 20.55111 -34.24654 -8.30118 0.413
H 18.35001 -28.62465 -12.64823 0.331
H 23.55829 -28.49550 -6.78823 0.310
H 14.14697 -39.49213 -8.37499 0.313